1.
Here is a molecular structure, C19H24NO3W in a non-equilibrium geometry from OMol25. Energies are from ωB97M-V with the def2-TZVPD basis set.

As for the multiplicity: 3. Its lowest unoccupied orbital energy (alpha / beta) is 0.1026 / 0.1019 hartree. The relative energy (zero: lowest compared OMol25 entry of this formula, charge and spin) comes out at 45.5 kcal/mol. The maximum force comes out at 6.80 eV Å⁻¹. As for the charge: -1.

Positions of all 48 atoms, in Å:
C -1.70392 0.22917 -3.98374
C 1.64945 1.92841 0.11696
H 0.69721 -3.82947 2.94709
C -2.01476 0.65702 0.16129
H 1.55968 -2.01523 -2.01464
H -0.10225 -2.66230 -2.12246
C -0.21272 -0.84071 3.57189
H -0.20830 -1.92822 -4.15075
H 0.48903 -2.44222 4.82990
H -2.37901 -0.15166 -0.46594
H 1.55236 0.99858 -3.42272
C -1.77317 2.07828 1.98724
C -1.41036 1.87313 -0.29757
H 0.81676 2.06060 -4.67369
H -1.84820 2.48831 2.99476
H 1.65789 3.11374 2.05325
C 0.36993 -1.09211 -3.70954
H -1.94477 -0.67916 -3.39479
H -2.29186 0.16749 -4.91748
C 0.59931 1.38479 -3.83098
C 2.45607 -0.01491 1.09398
N -0.09754 -0.90587 2.16894
W -0.12076 0.95163 1.18907
C 2.07727 0.57972 -0.14418
H -1.29991 -2.40156 4.57121
H 0.07969 1.95899 -3.04469
H 2.91898 -0.98838 1.19127
H -1.24377 2.14134 -1.34134
H -1.07078 -3.75926 2.67511
H 1.43982 -1.12512 -3.98386
O 0.47143 -2.83635 0.77736
C -0.18104 -3.17175 2.93872
H -0.91784 3.77676 0.80195
C 0.06339 -2.26222 1.76490
C -1.26940 2.75569 0.83218
O -0.19591 0.18865 4.28023
O 0.21997 -1.24326 -0.79284
H -1.99657 1.12276 -3.41358
H 2.25748 0.16277 -1.12607
C -0.22316 0.19715 -4.18544
C -0.31737 -2.26249 4.11338
C 2.27621 0.94338 2.13299
H 1.44937 2.68364 -0.64115
C -2.25341 0.79625 1.56839
C 0.47712 -1.71075 -2.00460
C 1.78251 2.15908 1.54386
H 2.55603 0.81726 3.17528
H -2.84023 0.10836 2.18085


2.
Here is C19H24O5 in the gas phase in a non-equilibrium geometry from OMol25. Energies are from ωB97M-V with the def2-TZVPD basis set.

As for the multiplicity: 1. Its lowest unoccupied orbital energy is 0.0122 hartree. Its SMILES is CC1=C(O)C(=O)C[C@]2(C)[C@H]3CCc4cocc4[C@]3(CO)CC[C@]12O. The relative energy (zero: lowest compared OMol25 entry of this formula, charge and spin) comes out at 65.1 kcal/mol. The maximum force comes out at 3.37 eV Å⁻¹.

Positions of all 48 atoms, in Å:
O 0.38313 2.43035 -0.24416
C 2.52988 0.51595 2.47603
C 3.15161 1.52234 1.59878
C 1.33689 0.56026 -1.34590
H 0.29752 1.92455 2.48043
C -1.57109 -1.49426 1.27560
H 3.60025 2.53582 -1.30932
H -3.14089 -2.95150 1.23724
C -0.33565 1.09908 2.10626
H 2.44383 3.77966 -0.73984
C 1.17798 1.24852 0.02780
H -2.35584 -0.77893 1.47457
O 2.95844 0.23935 3.59081
H -1.80649 1.58980 -0.62896
H -1.11273 -1.70098 2.24071
C -1.05454 -0.47781 -0.99661
C -2.37463 -2.66026 -0.72085
C 2.55210 1.90722 0.41259
H -3.24323 0.00405 -2.53145
H 0.33122 -0.86513 -2.55037
H 1.00354 -1.02591 2.72425
H -1.83162 -1.36566 -3.70751
H -1.51220 -3.58199 0.97405
C -3.09207 -3.46412 -1.56903
C -2.19433 -2.76829 0.73038
C -2.10435 -2.00791 -2.84058
C 3.19482 3.01937 -0.42162
H -0.66332 0.46110 2.94578
H -2.91407 0.34637 -0.23082
H 2.01521 -0.26499 -1.20332
H 0.86222 2.89180 -0.98908
O 4.36652 2.07839 1.99010
C 0.04705 -0.00513 -1.95953
C -0.46455 -0.85063 0.39891
C 0.44274 0.28983 1.06143
H 0.21150 -1.68346 0.14906
C 1.50756 -0.44297 1.92413
H -0.37518 0.71771 -2.69471
H 4.02143 3.57823 0.04431
C -2.17253 0.60008 -0.94994
H 2.03807 -1.14140 1.27431
C -1.76558 -1.69513 -1.56558
H 4.55930 1.74983 2.89004
H -1.31005 1.54422 1.70932
O -2.96204 -3.06247 -2.89652
H -3.65366 -4.38687 -1.31554
O -2.79727 0.80119 -2.23954
H 1.77505 1.24073 -2.08610


3.
Here is a molecular structure, C19H25AgN4O3S in a non-equilibrium geometry from OMol25. Energies are from ωB97M-V with the def2-TZVPD basis set.

As for the multiplicity: 1. Its lowest unoccupied orbital energy is -0.0221 hartree. The relative energy (zero: lowest compared OMol25 entry of this formula, charge and spin) comes out at 6.1 kcal/mol. The maximum force comes out at 3.90 eV Å⁻¹.

Positions of all 53 atoms, in Å:
C 4.46678 -0.58682 -3.13708
C -3.06302 -1.00182 2.51952
H -2.79412 2.09588 3.11062
H -3.79202 -0.98082 3.33722
H 1.42268 -1.71882 -2.15828
H -3.64322 4.10818 -0.41758
H 4.94768 0.28988 -3.54808
C 5.20788 -1.72222 -2.88808
C 4.60088 -2.85452 -2.37038
O -2.57062 0.29018 2.25302
H -4.48122 -1.07052 0.87072
Ag -1.40792 0.33628 -0.00058
N 1.06438 0.75098 -3.29738
H 0.18898 1.52808 1.36752
H -3.70982 2.58698 -1.35678
H -2.19192 -1.58352 2.83402
H 0.94008 1.95148 3.66082
N 1.76548 0.33028 -0.55918
H 6.26698 -1.72732 -3.10418
H -4.27212 1.09138 3.13252
H -3.61782 -3.51192 -0.49868
H 4.04458 -0.10502 0.41692
H -2.16212 3.42808 -1.15838
C 3.24068 -2.83612 -2.10308
O -2.77952 2.46738 0.49982
C 3.09028 -0.56212 -2.87638
C 3.78348 0.57698 2.44302
H -3.75772 -1.97302 -1.40148
N 0.59358 0.67338 -0.97718
C 1.21268 1.26998 1.65972
H -4.10982 -2.65322 1.60172
C 2.08998 0.68368 0.73002
H 2.89998 1.23478 -3.79628
H -2.20812 -2.84202 -1.36448
C -3.89932 2.11188 1.27152
O -2.65222 -1.90232 0.36012
C -3.09522 -2.59302 -0.78858
C -3.40722 1.39438 2.53182
C 3.38608 0.34728 1.14362
N 2.40238 0.59018 -3.18878
H -4.44792 3.01848 1.57092
C 1.62628 1.50328 2.95292
H -4.58102 1.47248 0.69042
C 2.48468 -1.70752 -2.35128
H 2.76438 -3.71712 -1.69818
S -1.42642 0.42658 -2.55278
C -3.67572 -1.68702 1.29902
C 0.26658 0.56158 -2.28938
C 2.91078 1.15668 3.35322
H 3.22298 1.32388 4.37322
C -3.10482 3.18798 -0.67108
H 4.77788 0.29358 2.75602
H 5.18208 -3.74552 -2.18648